No. 1
The following is a DFT calculation (the ωB97M-V functional and the def2-TZVPD basis) of a structure of composition C8H6I2N9S4SeTi at a distorted geometry.

Kohn-Sham gap, eV: 6.72
Net charge: -1
F_max, hartree/bohr: 0.0520
DFT total energy, hartree: -6240.49452
HOMO energy, eV: -5.63
LUMO level, Ha: 0.040

XYZ file:
```
31
C8H6I2N9S4SeTi (the ωB97M-V functional and the def2-TZVPD basis)
Ti 1.1039 1.1108 -1.1742
N 2.1948 -1.5650 1.1794
C 1.2036 -0.7488 1.6233
N 0.5733 -0.9846 2.7205
N -0.1792 0.1111 2.9191
N -0.1197 0.9141 1.9113
N 0.7847 0.3768 1.0054
C 2.9763 -1.1033 0.1617
N 4.1463 -1.5910 -0.0370
N 4.6975 -0.8338 -0.9784
N 3.8972 0.0905 -1.3559
N 2.7399 -0.0541 -0.6338
H 2.4690 -2.3634 1.6671
S 1.9374 0.9277 -3.5814
S 2.6498 2.4733 -2.5271
S 0.6186 3.3705 -2.1249
S 0.5444 3.0571 -0.0319
I 0.1218 -3.3083 -1.5239
I 0.1947 -5.8711 -0.7356
Se -0.6139 -0.2895 -2.1790
C -1.8235 0.1002 -0.7616
C -2.3360 -0.8000 0.1631
C -3.2549 -0.4283 1.0931
C -3.6464 0.8960 1.1636
C -3.1472 1.8549 0.2771
C -2.2729 1.4505 -0.7522
H -2.0574 -1.8394 0.1017
H -3.5861 -1.1543 1.8069
H -4.4097 1.1732 1.8460
H -3.4608 2.8785 0.2677
H -1.9454 2.1496 -1.5101
```

No. 2
The following is a DFT calculation (the ωB97M-V functional and the def2-TZVPD basis) of the molecule C6H10 at a distorted geometry.

Kohn-Sham gap, eV: 10.48
SMILES: C=CCC(=C)C
F_max, hartree/bohr: 0.0261
DFT total energy, hartree: -234.55896
HOMO energy, eV: -9.36
LUMO level, Ha: 0.041

XYZ file:
```
16
C6H10 (the ωB97M-V functional and the def2-TZVPD basis)
C 1.8014 1.5346 -0.8058
C 1.4912 0.2892 -0.4720
C 0.6560 -0.0981 0.7121
C -0.7072 -0.6741 0.3781
C -1.1914 -1.7064 1.0642
C -1.5655 0.1626 -0.5404
H 1.5283 2.4822 -0.3610
H 2.3504 1.6703 -1.7357
H 1.9364 -0.5311 -1.0290
H 0.5399 0.8401 1.2685
H 1.1801 -0.8520 1.3058
H -2.2290 -1.9737 0.9214
H -0.5051 -2.2503 1.6932
H -2.0977 0.9225 0.0268
H -2.1887 -0.5137 -1.1230
H -0.9992 0.6977 -1.3031
```

No. 3
The following is a DFT calculation (the ωB97M-V functional and the def2-TZVPD basis) of a structure of composition C44H46BFN8NaO2S at a distorted geometry.

Kohn-Sham gap (spin up / spin down), eV: 4.49 / 3.34
Net charge: -1
F_max, hartree/bohr: 0.0992
DFT total energy, hartree: -2977.90594
HOMO energy (spin up / spin down), eV: -3.06 / -1.92
LUMO level (spin up / spin down), Ha: 0.052 / 0.052

XYZ file:
```
104
C44H46BFN8NaO2S (the ωB97M-V functional and the def2-TZVPD basis)
Na 8.6693 -14.8278 16.0843
C 14.7475 -13.2272 19.5426
C 13.5869 -14.0260 19.0338
C 13.0677 -15.1443 19.6374
C 11.8858 -15.7733 19.1669
C 11.6830 -17.0476 19.6889
N 11.0443 -18.1151 19.1617
C 10.7435 -18.4115 17.7655
C 11.9430 -18.3934 16.8294
C 11.5777 -18.9020 15.3996
N 10.8863 -17.9365 14.6143
C 10.3099 -18.0864 13.3998
C 9.8792 -16.9787 12.5884
C 9.5416 -17.0738 11.2277
C 9.2454 -15.9511 10.4739
C 9.0181 -16.1210 8.9443
C 9.0692 -14.7075 11.0940
C 9.1849 -14.6003 12.4966
C 8.7019 -13.3549 13.0691
N 8.5342 -13.0647 14.3123
C 7.7554 -11.8112 14.4935
C 7.7643 -11.3317 15.9598
C 9.1423 -11.1715 16.5910
N 9.6735 -12.3814 17.2678
C 10.8221 -12.9646 16.8596
C 11.5847 -13.9352 17.6428
C 12.8618 -13.5251 17.9136
C 11.0482 -15.1097 18.1986
O 9.7769 -15.3192 17.9816
C 9.6618 -15.6935 13.2747
O 10.0096 -15.5151 14.5022
H 15.6068 -13.4718 18.8946
H 14.8481 -13.4916 20.6148
H 14.5337 -12.1159 19.4902
H 13.7817 -15.6760 20.3167
H 12.0971 -17.1659 20.6522
H 11.1363 -18.9290 19.7703
H 10.0206 -17.7553 17.3801
H 10.3498 -19.4362 17.7587
H 12.6589 -19.1130 17.2613
H 12.4573 -17.4061 16.7753
H 10.9117 -19.7812 15.5433
H 12.4253 -19.3302 14.8005
H 10.8664 -16.9514 14.9045
H 10.2825 -19.1310 13.1021
H 9.6935 -18.0466 10.7627
H 9.5251 -15.3157 8.3766
H 7.9459 -16.1153 8.7238
H 9.4712 -17.0241 8.5226
H 8.7652 -13.8164 10.5098
H 8.5850 -12.5622 12.2454
H 6.6838 -11.9087 14.1228
H 8.1373 -11.0623 13.7749
H 7.2145 -12.1308 16.4604
H 7.1920 -10.4187 16.0329
H 9.0994 -10.3402 17.3956
H 9.8836 -10.9247 15.7921
H 11.1549 -12.7877 15.8862
H 13.3408 -12.7170 17.3569
N 3.2394 -12.1286 18.4233
C 2.7825 -10.8847 18.0958
C 1.5305 -10.6929 17.4436
C 1.2768 -9.4450 16.9666
C 2.1124 -8.3217 17.1323
C 3.3231 -8.5109 17.7474
C 3.6835 -9.7920 18.1983
S 5.2905 -9.8828 18.8245
N 5.5319 -11.4682 18.9512
C 4.5692 -12.3808 18.7691
C 4.8960 -13.8005 18.8208
C 3.9450 -14.8770 18.6060
C 4.3352 -16.1733 18.8524
C 5.6769 -16.4333 19.1190
C 6.4844 -15.3495 19.3808
N 6.1798 -14.1037 19.0805
H 2.5900 -12.8865 18.6047
H 0.8389 -11.5252 17.3466
H 0.2776 -9.2818 16.4997
H 1.8232 -7.3551 16.7522
H 4.1022 -7.7272 17.7419
H 2.9504 -14.6863 18.2392
H 3.6177 -16.9447 18.7784
H 5.9988 -17.4674 19.0484
H 7.5202 -15.4971 19.7085
F 10.9377 -9.1872 22.8005
C 10.5660 -10.0743 21.8940
C 9.3629 -10.8403 21.9819
C 8.9479 -11.5883 20.9058
C 9.7008 -11.6892 19.7357
C 9.1120 -12.4883 18.6723
C 10.9309 -10.9822 19.6565
C 11.3040 -10.1222 20.6813
H 8.7317 -10.9941 22.8937
H 7.9332 -12.0007 20.9444
H 8.0679 -12.0762 18.5418
H 8.9717 -13.5397 18.9134
H 11.5854 -11.0694 18.7749
H 12.1069 -9.3828 20.4445
B 5.4578 -18.0869 14.1290
C 6.2702 -17.0336 14.9363
N 6.7437 -16.2410 15.6637
H 5.1325 -17.4273 13.1244
H 6.0683 -19.1015 13.9317
H 4.4223 -18.3176 14.7528
```

No. 4
The following is a DFT calculation (the ωB97M-V functional and the def2-TZVPD basis) of the molecule C10H9Cl at a distorted geometry.

Kohn-Sham gap, eV: 9.32
SMILES: C=Cc1ccccc1C(=C)Cl
F_max, hartree/bohr: 0.1042
DFT total energy, hartree: -846.55315
HOMO energy, eV: -8.77
LUMO level, Ha: 0.020

XYZ file:
```
20
C10H9Cl (the ωB97M-V functional and the def2-TZVPD basis)
C -1.9644 2.0392 -0.6330
C -0.7229 1.5295 -0.4719
C -0.4214 0.1021 -0.2278
C -1.4549 -0.7980 -0.5030
C -1.3098 -2.1420 -0.1234
C -0.0699 -2.6647 0.2081
C 1.0011 -1.8248 0.2544
C 0.8022 -0.4550 0.1094
C 1.8752 0.5563 0.3566
C 1.9168 1.7030 1.0261
Cl 3.3397 0.2832 -0.4865
H -2.2394 2.9695 -0.8979
H -2.7921 1.5174 -0.4499
H 0.2363 2.0008 -0.7715
H -2.3386 -0.5377 -0.8564
H -2.0637 -2.9106 -0.2624
H 0.1520 -3.6523 0.4857
H 2.0789 -2.0518 0.4987
H 1.0448 2.0590 1.6367
H 2.9300 2.2768 1.1080
```

No. 5
The following is a DFT calculation (the ωB97M-V functional and the def2-TZVPD basis) of a structure of composition C2H5BCl2LiN.

Kohn-Sham gap, eV: 8.70
F_max, hartree/bohr: 0.0070
DFT total energy, hartree: -1086.74300
HOMO energy, eV: -9.46
LUMO level, Ha: -0.028

XYZ file:
```
12
C2H5BCl2LiN (the ωB97M-V functional and the def2-TZVPD basis)
Li -0.0213 -2.4905 -0.5118
Cl -0.0814 -2.7049 1.8072
C -0.0966 -0.9071 2.0981
Cl 0.8854 -0.5371 3.4936
H -1.1317 -0.6434 2.2763
H 0.2957 -0.4319 1.2055
B 0.0264 1.8287 -1.8079
C 0.0289 0.2679 -1.6145
N 0.0211 -0.8771 -1.4226
H 0.0570 2.0412 -2.9942
H 1.0120 2.2346 -1.2364
H -0.9955 2.2196 -1.2932
```

No. 6
The following is a DFT calculation (the ωB97M-V functional and the def2-TZVPD basis) of a cluster of 3 separate species, C6H14O2 in total.

Kohn-Sham gap, eV: 9.73
SMILES: C=CCC(=C)C.O.O
F_max, hartree/bohr: 0.0190
DFT total energy, hartree: -387.42191
HOMO energy, eV: -9.15
LUMO level, Ha: 0.022

XYZ file:
```
22
C6H14O2 (the ωB97M-V functional and the def2-TZVPD basis)
C -1.7593 0.5600 -0.0032
C -0.7361 0.8000 0.8014
C 0.2256 1.9588 0.6194
C 0.7797 2.0174 -0.7977
C 1.7063 1.1526 -1.2011
C 0.1699 3.0413 -1.7113
H -2.0166 1.3235 -0.7362
H -2.4112 -0.3032 -0.0204
H -0.5252 0.1103 1.6099
H 1.0240 1.9237 1.3596
H -0.2805 2.8868 0.8547
H 1.8648 1.0972 -2.2695
H 2.3034 0.6013 -0.4881
H -0.8636 3.2733 -1.4426
H 0.1476 2.7209 -2.7577
H 0.7698 3.9520 -1.6381
O 1.0721 -3.7587 2.8958
H 1.5029 -3.1724 3.5307
H 0.9308 -3.1215 2.1762
O -1.4274 -3.7582 -0.8556
H -1.2987 -4.6566 -1.1681
H -0.9610 -3.2013 -1.4859
```